Record 1
Here is C20H40HgP2Si as an isolated structure in a non-equilibrium geometry from OMol25. Energies are from the ωB97M-V functional and the def2-TZVPD basis.

Last column: Mulliken charge in e.
Atoms and positions in Å:
P1 -0.48830 5.80249 -2.08359  1.6186
P2 1.29272 4.24658 -4.24178  1.5105
C1 0.41964 6.79895 -3.34656  -1.2621
C2 0.70489 5.98711 -4.61163  -1.2776
H1 1.34346 7.15244 -2.86647  0.3781
H2 -0.22139 7.66145 -3.55975  0.5798
H3 -0.19787 5.87557 -5.23462  0.3939
H4 1.49495 6.45288 -5.21513  0.5625
C3 3.03753 4.63226 -3.83949  -1.4967
H5 3.60031 3.69339 -3.77879  0.3600
H6 3.11905 5.16022 -2.88310  0.3287
H7 3.43617 5.25656 -4.64784  0.5103
C4 1.47644 3.61414 -5.93728  -1.3533
H8 2.16775 4.26825 -6.48382  0.4087
H9 0.49246 3.60103 -6.42207  0.3955
H10 1.87342 2.59200 -5.87550  0.3670
C5 -0.62140 6.91700 -0.66052  -1.5176
H11 -1.17016 6.39603 0.13691  0.3585
H12 -1.16492 7.81426 -0.98715  0.4408
H13 0.38858 7.17592 -0.31554  0.3693
C6 -2.17407 5.87594 -2.78502  -1.7270
H14 -2.23749 5.31456 -3.72423  0.3784
H15 -2.40761 6.92921 -2.96960  0.5099
H16 -2.88959 5.46093 -2.06479  0.3749
Hg1 -0.29327 -1.80947 -0.71226  -0.0957
C7 0.70725 1.26946 -2.51662  -0.5043
C8 1.66411 1.89161 -1.80514  -0.2858
C9 1.72036 3.22249 -1.13099  0.0870
C10 1.09204 3.20453 0.27746  -0.8186
C11 -0.38746 3.13545 0.29401  -0.6834
C12 -1.28437 3.13224 -0.70443  0.0527
C13 -1.04008 3.01192 -2.17104  0.0413
C14 -0.77383 1.57797 -2.65433  -0.8292
C15 -1.33225 -0.35679 1.91455  -0.3238
H17 0.99303 0.29537 -2.94775  0.5078
H18 2.57660 1.30616 -1.59082  0.2881
H19 1.27255 4.03897 -1.70815  -0.8767
H20 2.77752 3.51356 -1.05439  0.5649
H21 1.50359 2.35066 0.84218  0.4380
H22 1.40406 4.09266 0.87340  0.4317
H23 -0.78522 3.03256 1.31436  0.5096
H24 -2.35521 3.14093 -0.44810  0.2116
H25 -0.15163 3.57667 -2.50534  -1.4002
H26 -1.88801 3.42973 -2.74342  0.3364
H27 -1.44932 0.87386 -2.12150  0.2493
H28 -1.07702 1.50789 -3.72011  0.4069
H29 -2.41203 -0.44624 2.13687  0.3182
H30 -1.22695 0.38880 1.10869  -0.1727
H31 -0.83014 0.03767 2.81369  0.3005
C16 -1.90786 -5.28991 2.46088  -0.9605
Si1 -0.18365 -4.54515 2.45027  0.0667
C17 0.55983 -4.29641 4.14897  -0.9407
C18 0.96959 -5.62776 1.44751  -0.9101
C19 -0.48708 -2.84693 1.78772  -0.3960
C20 -0.77894 -1.64503 1.46613  0.5026
H32 -1.91590 -6.28370 2.93036  0.3079
H33 -2.27238 -5.37884 1.42643  0.2955
H34 -2.60453 -4.62783 2.99788  0.2903
H35 0.59383 -5.23961 4.71293  0.3060
H36 1.58312 -3.90402 4.05960  0.2945
H37 -0.02413 -3.56126 4.72335  0.2843
H38 0.63073 -5.71644 0.40644  0.2980
H39 1.98948 -5.21896 1.43064  0.2972
H40 1.02244 -6.64436 1.86958  0.2997

Output
- Spin multiplicity: 1
- LUMO: 0.0098 Ha
- Gap between HOMO and LUMO: 7.2 eV
- E_HOMO: -7.0 eV
- Total energy: -1911.5253 a.u.



Record 2
Here is C5H9Br3N2O2 as an isolated structure in a non-equilibrium geometry from OMol25. Energies are from the ωB97M-V functional and the def2-TZVPD basis.

Last column: Mulliken charge in e.
Atoms and positions in Å:
C1 0.44738 -0.73705 -0.33405  -0.5564
O1 -0.26409 0.11108 -1.21050  -0.4339
C2 -0.09277 1.45668 -0.90412  0.5626
C3 1.30890 1.99279 -1.21034  -0.9490
N1 2.02844 2.18761 0.05125  -0.4900
N2 -1.09981 2.21004 -1.71584  -0.6352
C4 -2.21553 2.02949 -1.27861  0.6790
O2 -3.28632 1.85606 -0.85618  -0.4409
H1 -0.05587 -0.88655 0.62229  0.0846
H2 0.49971 -1.70061 -0.81567  0.3129
H3 1.46628 -0.41303 -0.14192  0.3403
H4 -0.29127 1.67688 0.14660  0.3402
H5 1.85347 1.24321 -1.76838  0.3883
H6 1.22472 2.89429 -1.80646  0.3707
H7 3.01666 2.04628 -0.06589  0.2033
H8 1.85693 3.10002 0.44059  0.2075
C5 -1.38884 -3.76575 2.20107  -0.3089
Br1 -0.04235 -2.49415 2.74865  -0.0261
Br2 -1.45263 -3.98868 0.28971  -0.0128
Br3 -1.16901 -5.45410 3.10238  -0.0324
H9 -2.34400 -3.36453 2.50540  0.3962

Output
- Spin multiplicity: 1
- LUMO: -0.0039 Ha
- Gap between HOMO and LUMO: 9.4 eV
- E_HOMO: -9.5 eV
- Total energy: -8177.9106 a.u.



Record 3
Here is the molecule C2H6N2O2 in a non-equilibrium geometry from OMol25. Energies are from the ωB97M-V functional and the def2-TZVPD basis.

Last column: Mulliken charge in e.
Atoms and positions in Å:
C1 0.47921 0.19943 -1.31803  -0.9232
N1 -0.29027 0.69239 -0.22472  0.1247
O1 -1.59096 0.94036 -0.66147  -0.4507
C2 -0.25640 0.00522 0.98100  0.6098
N2 0.90252 -0.70795 1.29765  -0.5913
O2 -1.20403 0.09137 1.78853  -0.6644
H1 0.67006 1.02842 -2.11918  0.2301
H2 1.51366 -0.04707 -0.97136  0.4068
H3 -0.03408 -0.65844 -1.82910  0.3115
H4 -2.00497 1.11383 0.26216  0.3602
H5 1.14506 -1.54007 0.59937  0.2839
H6 0.67018 -1.11748 2.19516  0.3027

Output
- Spin multiplicity: 1
- LUMO: 0.0265 Ha
- SMILES: CN(O)C(N)=O
- Gap between HOMO and LUMO: 10.0 eV
- E_HOMO: -9.3 eV
- Total energy: -339.7462 a.u.



Record 4
Here is the molecule C5H11N in a non-equilibrium geometry from OMol25. Energies are from the ωB97M-V functional and the def2-TZVPD basis.

Last column: Mulliken charge in e.
Atoms and positions in Å:
C1 0.67428 0.27486 -1.93432  -0.7751
N1 -0.32249 0.63882 -0.80473  -0.3010
C2 -0.05533 1.39311 0.33058  -0.6386
C3 -0.39973 -0.04663 0.45596  1.1631
C4 -1.68000 -0.61403 0.93414  -1.4125
C5 0.92290 -0.83105 0.79918  -1.4090
H1 0.64001 -0.68438 -2.41478  0.2834
H2 0.39659 1.02386 -2.74969  0.2748
H3 1.66402 0.37830 -1.55130  0.3207
H4 1.07355 1.46011 0.76307  0.2116
H5 -0.64461 2.30267 0.57444  0.2672
H6 -1.74546 -0.67055 2.01030  0.3254
H7 -2.35191 0.11605 0.63626  0.4216
H8 -1.91184 -1.58573 0.40477  0.2531
H9 1.82980 -0.30844 0.45139  0.3675
H10 0.91154 -1.83054 0.21203  0.2648
H11 0.99870 -1.01642 1.88269  0.3831

Output
- Spin multiplicity: 1
- LUMO: 0.0399 Ha
- SMILES: CN1CC1(C)C
- Gap between HOMO and LUMO: 10.0 eV
- E_HOMO: -8.9 eV
- Total energy: -251.7741 a.u.



Record 5
Here is a 2-piece molecular cluster, C5H7NO2 overall in a non-equilibrium geometry from OMol25. Energies are from the ωB97M-V functional and the def2-TZVPD basis.

Last column: Mulliken charge in e.
Atoms and positions in Å:
C1 0.47022 0.54835 0.66390  -0.1994
C2 0.59572 0.70207 -0.80782  -0.4380
C3 -0.93358 0.58674 0.28020  -0.2952
C4 -1.15744 -0.77327 -0.57817  -0.1853
C5 0.01043 -0.61600 -1.25565  -0.0034
H1 0.45407 -1.48963 1.50785  0.2603
H2 2.01075 0.08999 2.31782  0.2912
H3 0.75494 1.49207 1.09068  0.4800
H4 1.48584 1.03816 -1.16987  0.6514
H5 -1.83046 0.96878 0.92069  0.3952
H6 -2.24249 -0.89854 -0.70877  0.3954
H7 -0.04064 -0.81057 -2.43137  0.2811
N1 1.14816 -0.58058 1.41103  -0.6323
O1 -0.68734 1.42689 -0.87315  -0.4611
O2 -0.03818 -1.68447 -0.36734  -0.5400

Output
- Spin multiplicity: 1
- LUMO: 0.0199 Ha
- Gap between HOMO and LUMO: 9.3 eV
- E_HOMO: -8.8 eV
- Total energy: -399.6839 a.u.



Record 6
Here is a 2-piece molecular cluster, C5H6Si overall in a non-equilibrium geometry from OMol25. Energies are from the ωB97M-V functional and the def2-TZVPD basis.

Last column: Mulliken charge in e.
Atoms and positions in Å:
C1 1.62066 1.32986 -0.92426  -0.2756
C2 1.87091 0.90239 0.27383  -0.4655
C3 -1.58838 -0.99049 1.46280  -0.5647
C4 -1.65307 -1.62150 0.19285  -0.4977
C5 0.95324 0.05380 -0.58337  -0.2003
Si1 -0.77270 0.00908 0.16130  -0.1080
H1 1.87451 2.13848 -1.62114  0.3368
H2 2.21679 1.06291 1.24584  0.3818
H3 -1.84371 -1.22668 2.38041  0.5356
H4 -2.03623 -2.49921 -0.06005  0.5471
H5 1.26010 -0.85744 -1.19332  0.3007
H6 -1.90211 1.69879 -1.33489  0.0098

Output
- ⟨S²⟩: 2.004
- Spin multiplicity: 3
- LUMO (spin up / spin down): 0.0419 / -0.0541 Ha
- Gap between HOMO and LUMO (spin up / spin down): 7.3 / 7.4 eV
- E_HOMO (spin up / spin down): -6.2 / -8.9 eV
- Total energy: -483.2347 a.u.



> Among the records above, which one has the lowest total energy?

C5H9Br3N2O2